Entry from OMol25: the molecule C6H10O (wB97M-V/def2-TZVPD).

frontier orbital gap: 9.4 eV
relative energy (zero: lowest compared OMol25 entry of this formula, charge and spin): 3.979 eV
calculated total energy: -8427.261 eV
SMILES: C[C@H]1C[C@]2(CO2)C1

Each line ends with the Löwdin charge.
Geometry (Å):
C  -1.934  -0.341  0.630  -0.087
C  -1.123  0.160  -0.523  -0.266
C  0.034  1.125  -0.265  -0.098
C  1.046  0.022  -0.140  -0.496
C  2.434  0.121  0.308  -0.081
O  1.420  -0.346  1.196  -0.036
C  0.278  -0.983  -0.931  0.038
H  -1.253  -0.736  1.384  0.082
H  -2.534  0.467  1.061  0.080
H  -2.616  -1.140  0.313  0.083
H  -1.797  0.531  -1.336  0.136
H  0.258  1.746  -1.137  0.124
H  -0.086  1.734  0.628  0.127
H  3.178  -0.619  0.015  0.113
H  2.840  1.108  0.545  0.114
H  0.249  -1.985  -0.507  0.098
H  -0.478  -0.715  -1.664  0.069